#i
Computed, not measured: a single C2H3N3S2 molecule, with ωB97M-V/def2-TZVPD.

Computed properties:
- Kohn-Sham gap (eV) = 8.67
- charge = 0
- multiplicity = 1
- SMILES string = [H]/N=C1/NSC=NS1
- LUMO level (Ha) = -0.0156

Cartesian coordinates (Å):
H1 -2.756 0.126 -0.861
N1 -2.451 0.197 0.167
C1 -1.209 0.167 0.083
N2 -0.403 -0.076 1.193
S1 1.108 0.582 1.309
C2 1.489 -0.768 0.051
N3 1.128 -0.848 -1.197
S2 -0.380 0.032 -1.510
H2 -0.847 -0.001 2.018
H3 2.365 -1.251 0.120

---

#ii
Computed, not measured: a single C2H3N3S2 molecule, with ωB97M-V/def2-TZVPD.

Computed properties:
- Kohn-Sham gap (eV) = 9.24
- charge = 0
- multiplicity = 1
- SMILES string = [H]/N=C1/NSC=NS1
- LUMO level (Ha) = 0.0029

Cartesian coordinates (Å):
H1 2.969 -0.086 -0.149
N1 2.248 -0.767 -0.037
C1 1.035 -0.357 -0.192
N2 -0.045 -1.125 0.175
S1 -1.622 -0.782 -0.498
C2 -1.812 0.889 0.115
N3 -0.841 1.713 0.183
S2 0.722 1.377 -0.457
H2 0.165 -2.052 0.376
H3 -2.819 1.189 0.485

---

#iii
Computed, not measured: 2 unconnected molecules or ions with the total composition C2H3N3S2, with ωB97M-V/def2-TZVPD.

Computed properties:
- Kohn-Sham gap (eV) = 8.16
- charge = 0
- multiplicity = 1
- LUMO level (Ha) = -0.0242

Cartesian coordinates (Å):
C1 -1.030 -0.421 -0.150
C2 1.696 0.862 -0.014
H1 -2.525 -1.088 -1.182
H2 -0.453 -0.747 2.039
H3 2.808 0.963 0.172
N1 -2.281 -0.817 -0.146
N2 -0.355 0.046 0.863
N3 1.533 0.053 -0.985
S1 0.590 1.549 0.969
S2 0.018 -0.400 -1.566

---

#ii is preferred energetically. Next in line: 0.0502 hartree higher.